P.
Below is one molecule with the formula C8H13P, with properties calculated with wB97M-V/def2-TZVPD.

Each atom is followed by the atoms it is bonded to, with distances in Å.
Atoms and positions in Å:
1 C 0.305 2.500 -0.583  C2 1.324, C3 1.553, H10 0.991
2 C -0.053 2.057 0.612  C1 1.324, C4 1.435, C6 1.587, P9 2.230
3 C 1.353 1.669 -1.373  C1 1.553, C5 1.537, H11 1.018, H12 1.097
4 C -1.176 1.946 1.498  C2 1.435, C6 1.460, H13 1.006, H14 1.056
5 C 0.678 0.316 -1.647  C3 1.537, P9 1.982, H15 1.138, H16 1.090
6 C -0.179 0.896 1.687  C2 1.587, C4 1.460, P9 1.821
7 C -0.881 -2.204 1.354  C8 1.509, H17 1.111, H18 1.071, H19 1.082
8 C -0.330 -1.862 -0.008  C7 1.509, P9 1.854, H20 1.110, H21 1.147
9 P 0.251 -0.120 0.238  C2 2.230, C5 1.982, C6 1.821, C8 1.854, H22 1.405
10 H -0.109 3.239 -1.099  C1 0.991
11 H 1.588 2.195 -2.213  C3 1.018
12 H 2.186 1.417 -0.706  C3 1.097
13 H -1.204 2.632 2.233  C4 1.006
14 H -2.126 1.945 1.035  C4 1.056
15 H -0.205 0.354 -2.364  C5 1.138
16 H 1.318 -0.495 -1.993  C5 1.090
17 H -0.177 -1.953 2.177  C7 1.111
18 H -1.755 -1.626 1.572  C7 1.071
19 H -1.336 -3.185 1.366  C7 1.082
20 H -1.288 -1.847 -0.569  C8 1.110
21 H 0.600 -2.467 -0.300  C8 1.147
22 H 1.624 -0.075 0.533  P9 1.405

As for the charge: 0. Its molecular weight is 140.2 g/mol. The orbital gap comes out at 8.1 eV.

Q.
Below is one molecule with the formula C8H13P, with properties calculated with wB97M-V/def2-TZVPD.

Each atom is followed by the atoms it is bonded to, with distances in Å.
Atoms and positions in Å:
1 C 2.088 -1.893 1.528  C3 1.339, H10 1.075, H11 1.076
2 C 1.025 -0.162 -2.185  C4 1.340, H12 1.075, H13 1.077
3 C 0.905 -1.283 1.379  C1 1.339, C8 1.436, H14 1.085
4 C 1.320 -0.373 -0.895  C2 1.340, C8 1.432, H15 1.083
5 C -1.613 0.781 -0.328  C6 1.534, C7 1.526, H16 1.092, H17 1.093
6 C -1.069 -0.621 -0.026  C5 1.534, C8 1.500, H18 1.093, H19 1.094
7 C -1.395 1.734 0.844  C5 1.526, P9 1.854, H20 1.094, H21 1.094
8 C 0.417 -0.671 0.175  C3 1.436, C4 1.432, C6 1.500
9 P 0.396 1.986 1.252  C7 1.854, H22 1.404
10 H 2.364 -2.346 2.463  C1 1.075
11 H 2.800 -1.975 0.725  C1 1.076
12 H 1.799 0.091 -2.887  C2 1.075
13 H 0.026 -0.229 -2.582  C2 1.077
14 H 0.217 -1.280 2.217  C3 1.085
15 H 2.358 -0.306 -0.596  C4 1.083
16 H -1.112 1.177 -1.214  C5 1.092
17 H -2.683 0.717 -0.539  C5 1.093
18 H -1.568 -1.012 0.865  C6 1.093
19 H -1.331 -1.280 -0.859  C6 1.094
20 H -1.822 2.711 0.599  C7 1.094
21 H -1.904 1.369 1.741  C7 1.094
22 H 0.703 2.509 -0.015  P9 1.404

As for the charge: 0. Its molecular weight is 140.2 g/mol. The orbital gap (spin up / spin down) comes out at 6.9 / 7.0 eV.

Here are the energies relative to the best structure, in kcal/mol: P 76.6; Q 0.0.